ORCA calculation (ωB97M-V/def2-TZVPD) on a structure of composition C26H28BaBrN5O2.

Output
Electronic energy = -109698.0889 eV
ΔE to the lowest compared entry with this formula, charge and spin = 0.0 kcal per mole
2S+1 = 1
Orbital gap = 5.85 eV

Each line ends with the Löwdin charge.
CARTESIAN COORDINATES (ANGSTROEM)
Ba 1.543 2.140 0.444  1.76
O 0.006 -1.749 1.970  0.02
C -1.172 -1.612 2.636  -0.28
C -1.668 -2.667 3.386  -0.02
C -2.873 -2.530 4.056  -0.08
C -3.592 -1.342 3.991  -0.10
C -3.087 -0.287 3.244  -0.04
C -1.888 -0.412 2.560  -0.13
C -1.351 0.702 1.688  -0.43
O 0.003 0.865 1.715  -0.55
N -1.826 0.367 0.308  0.02
N -1.309 1.004 -0.713  -0.02
C -1.573 0.618 -1.908  -0.22
C -1.097 1.307 -3.093  -0.62
Br 0.314 2.574 -2.817  0.73
C -1.495 1.126 -4.351  -0.12
C -2.606 0.249 -4.774  -0.23
C -2.461 -0.526 -5.926  -0.04
C -3.482 -1.356 -6.359  -0.08
C -4.676 -1.418 -5.653  -0.09
C -4.842 -0.636 -4.518  -0.08
C -3.818 0.192 -4.084  -0.05
H 0.333 -0.822 1.837  0.05
H -1.078 -3.570 3.470  0.12
H -3.245 -3.350 4.656  0.10
H -4.526 -1.237 4.525  0.10
H -3.631 0.650 3.188  0.11
H -1.872 1.633 1.956  0.14
H -2.267 -0.535 0.166  0.15
H -2.213 -0.246 -2.090  0.12
H -0.963 1.645 -5.139  0.10
H -1.531 -0.475 -6.481  0.11
H -3.349 -1.954 -7.250  0.10
H -5.475 -2.066 -5.990  0.10
H -5.777 -0.663 -3.973  0.11
H -3.965 0.820 -3.214  0.12
N 2.114 -0.337 -0.729  -0.09
C 3.457 -0.391 -1.337  -0.27
C 3.668 0.705 -2.372  -0.28
N 3.612 2.053 -1.770  -0.08
H 2.038 -1.035 0.005  0.07
H 1.420 -0.571 -1.433  0.08
H 3.658 -1.354 -1.815  0.12
H 4.196 -0.263 -0.544  0.10
H 2.880 0.649 -3.128  0.09
H 4.623 0.514 -2.868  0.11
H 3.685 2.752 -2.500  0.07
H 4.406 2.190 -1.151  0.05
C 4.080 2.275 1.799  -0.26
C 3.469 1.382 2.725  -0.46
C 2.789 1.819 3.897  -0.07
C 2.086 0.954 4.702  -0.04
C 2.023 -0.412 4.411  -0.26
C 2.694 -0.883 3.284  -0.06
C 3.387 -0.018 2.464  -0.10
C 1.298 -1.323 5.249  -0.20
N 0.715 -2.055 5.921  0.14
H 4.786 1.836 1.092  0.01
H 4.380 3.250 2.177  0.02
H 2.838 2.869 4.164  0.11
H 1.582 1.321 5.588  0.12
H 2.670 -1.943 3.068  0.12
H 3.958 -0.427 1.639  0.09


ORCA calculation (ωB97M-V/def2-TZVPD) on a structure of composition C26H28Br27Cl2IN2S.

Output
Electronic energy = -1965521.3586 eV
2S+1 = 1
Orbital gap = 8.31 eV

Each line ends with the Löwdin charge.
CARTESIAN COORDINATES (ANGSTROEM)
C 2.160 -1.539 4.684  -0.08
C 0.779 -2.021 4.195  -0.28
C -0.144 -0.841 3.798  -0.64
I -1.925 -0.927 5.022  0.88
C -0.457 -0.908 2.322  -0.22
C -1.394 -1.852 1.864  -0.02
C -1.680 -1.984 0.536  -0.14
C -2.734 -2.951 0.068  -0.13
C -4.126 -2.317 0.228  -0.27
C -4.740 -2.547 1.597  -0.58
S -6.542 -2.383 1.448  0.71
C -0.984 -1.192 -0.418  -0.15
N -1.258 -1.374 -1.738  0.16
C -0.566 -0.634 -2.550  -0.15
C 0.379 0.310 -2.116  -0.18
N 0.657 0.523 -0.870  0.16
C -0.044 -0.241 0.014  -0.15
C 0.192 -0.079 1.402  -0.15
C 1.126 0.988 1.845  -0.66
Cl 2.799 0.703 1.555  0.77
C 0.668 2.083 2.439  -0.73
C -0.758 2.397 2.686  -0.09
Cl 1.734 3.310 3.031  0.66
H 2.472 -2.156 5.516  0.07
H 2.886 -1.672 3.897  0.06
H 2.142 -0.506 4.998  0.07
H 0.943 -2.619 3.308  0.11
H 0.295 -2.656 4.921  0.06
H 0.317 0.095 4.012  0.04
H -1.902 -2.487 2.567  0.07
H -2.567 -3.232 -0.957  0.10
H -2.649 -3.822 0.709  0.11
H -4.793 -2.599 -0.579  0.09
H -3.978 -1.246 0.127  0.09
H -4.477 -3.508 2.014  0.05
H -4.404 -1.769 2.270  0.06
H -6.914 -2.833 2.649  -0.16
H -0.708 -0.749 -3.613  0.04
H 0.883 0.864 -2.905  -0.02
H -1.026 3.352 2.252  0.08
H -1.420 1.651 2.277  0.08
H -0.936 2.463 3.755  0.08
C -3.818 1.451 -4.084  -1.62
Br -2.828 3.088 -3.923  0.55
Br -2.815 0.172 -5.119  0.61
Br -4.327 0.757 -2.366  0.60
H -4.727 1.656 -4.627  -0.03
C -4.537 -5.568 6.155  -1.66
Br -3.609 -6.032 7.772  0.58
Br -6.226 -4.728 6.517  0.56
Br -3.448 -4.487 4.994  0.53
H -4.748 -6.489 5.633  -0.13
C -5.974 -9.870 5.056  -1.64
Br -6.500 -11.088 3.668  0.58
Br -4.258 -9.077 4.686  0.61
Br -7.320 -8.535 5.378  0.59
H -5.869 -10.444 5.964  -0.03
C 4.913 1.083 -1.045  -1.64
Br 5.409 -0.307 -2.266  0.53
Br 6.462 1.802 -0.164  0.59
Br 3.900 2.448 -1.952  0.55
H 4.271 0.656 -0.289  -0.13
C 0.056 5.445 -6.407  -1.64
Br -0.474 3.628 -6.727  0.54
Br -0.688 6.651 -7.704  0.59
Br -0.362 5.992 -4.610  0.55
H 1.129 5.491 -6.506  -0.09
C 3.174 0.587 -6.203  -1.59
Br 1.828 0.841 -7.551  0.57
Br 4.434 2.030 -6.158  0.58
Br 2.372 0.287 -4.468  0.65
H 3.727 -0.302 -6.465  -0.03
C 9.041 -1.289 -4.278  -1.63
Br 7.734 -0.221 -5.196  0.54
Br 10.419 -0.183 -3.521  0.58
Br 8.238 -2.435 -2.951  0.55
H 9.514 -1.934 -5.003  -0.03
C 3.080 8.088 -4.080  -1.64
Br 3.414 6.569 -5.213  0.59
Br 4.692 8.705 -3.240  0.57
Br 2.191 9.493 -5.042  0.58
H 2.411 7.760 -3.299  -0.04
C 2.547 6.957 1.187  -1.65
Br 3.454 6.103 2.644  0.56
Br 0.807 7.594 1.708  0.57
Br 3.609 8.353 0.404  0.56
H 2.395 6.207 0.426  -0.03


ORCA calculation (ωB97M-V/def2-TZVPD) on a structure of composition C26H28Br3N2ORhSi2.

Output
Electronic energy = -261338.1327 eV
ΔE to the lowest compared entry with this formula, charge and spin = 1.1 kcal per mole
2S+1 = 1
Orbital gap = 7.29 eV

Each line ends with the Löwdin charge.
CARTESIAN COORDINATES (ANGSTROEM)
Rh 0.415 -0.447 -1.313  0.46
C 3.534 -2.266 -0.342  -0.05
C 2.468 -3.126 -0.945  -0.31
C 2.691 -4.520 -1.011  -0.01
C 1.752 -5.336 -1.558  -0.02
C 0.548 -4.785 -2.049  -0.19
C -0.506 -5.546 -2.611  -0.63
Br -0.352 -7.427 -2.764  0.77
C -1.649 -4.936 -3.038  -0.17
C -1.798 -3.550 -2.920  -0.60
Br -3.403 -2.762 -3.517  0.80
C -0.808 -2.742 -2.386  -0.41
O -0.946 -1.446 -2.305  -0.27
C 0.395 -3.388 -1.951  -0.15
N 1.364 -2.579 -1.409  0.10
H 3.164 -1.271 -0.131  -0.02
H 3.898 -2.709 0.586  0.09
H 4.386 -2.191 -1.022  0.09
H 3.616 -4.918 -0.617  0.12
H 1.903 -6.405 -1.613  0.08
H -2.459 -5.513 -3.463  0.10
C -1.203 -2.451 0.884  -0.18
Si -0.393 -0.751 0.780  0.49
C 1.009 -0.734 2.049  -0.19
C -1.636 0.577 1.280  -0.31
C -2.243 0.632 2.535  -0.10
C -3.097 1.675 2.865  -0.10
C -3.358 2.672 1.931  -0.10
C -2.766 2.617 0.676  -0.11
C -1.897 1.580 0.338  -0.32
Si -1.092 1.346 -1.366  0.50
C -0.434 3.018 -1.993  -0.21
C -2.543 0.977 -2.514  -0.22
H -1.695 -2.565 1.854  0.03
H -0.468 -3.252 0.785  0.03
H -1.960 -2.583 0.110  0.03
H 0.576 -0.961 3.029  0.03
H 1.487 0.241 2.114  0.00
H 1.771 -1.491 1.851  0.01
H -2.052 -0.142 3.272  0.10
H -3.563 1.711 3.842  0.10
H -4.029 3.485 2.181  0.10
H -2.988 3.397 -0.045  0.10
H -1.031 3.835 -1.580  0.02
H -0.545 3.055 -3.080  0.03
H 0.609 3.225 -1.761  -0.02
H -3.208 1.846 -2.524  0.03
H -3.109 0.110 -2.178  0.00
H -2.217 0.781 -3.537  0.03
C 0.993 5.418 3.193  -0.04
C 1.428 4.378 2.204  -0.24
C 2.688 4.410 1.607  -0.01
C 3.052 3.454 0.673  -0.08
C 2.093 2.498 0.389  -0.68
Br 2.480 1.126 -0.907  0.90
N 0.916 2.424 0.928  0.05
C 0.578 3.346 1.828  -0.05
H 1.809 5.701 3.857  0.08
H 0.166 5.055 3.802  0.08
H 0.656 6.321 2.680  0.09
H 3.393 5.188 1.877  0.12
H 4.021 3.451 0.198  0.11
H -0.414 3.242 2.255  0.12


ORCA calculation (ωB97M-V/def2-TZVPD) on a structure of composition C26H28CrF3O4S5Sb.

Output
Electronic energy = -132894.2972 eV
⟨S²⟩ = 6.018
2S+1 = 5
Orbital gap (spin up / spin down) = 7.73 / 7.75 eV

Each line ends with the Löwdin charge.
CARTESIAN COORDINATES (ANGSTROEM)
Cr -0.283 0.438 -0.581  0.27
C 2.986 0.345 -1.700  -0.50
C 2.508 1.695 -1.140  -0.47
S 0.935 2.011 -1.984  0.90
C -0.021 3.338 -1.174  -0.46
C -1.438 3.254 -1.767  -0.47
S -2.457 1.882 -1.073  0.96
C -3.042 0.907 -2.506  -0.50
C -2.662 -0.574 -2.353  -0.49
S -0.912 -0.689 -2.828  0.90
C -0.170 -2.190 -2.109  -0.49
C 1.354 -2.047 -2.257  -0.50
S 2.143 -1.084 -0.913  0.87
H 4.048 0.230 -1.494  0.08
H 2.833 0.293 -2.780  0.07
H 3.223 2.484 -1.371  0.09
H 2.335 1.642 -0.064  0.07
H 0.423 4.305 -1.409  0.09
H -0.041 3.180 -0.093  0.07
H -1.407 3.143 -2.851  0.07
H -1.965 4.174 -1.522  0.08
H -2.648 1.328 -3.432  0.07
H -4.128 0.990 -2.517  0.08
H -3.264 -1.194 -3.016  0.08
H -2.778 -0.910 -1.320  0.08
H -0.515 -3.064 -2.662  0.09
H -0.466 -2.283 -1.061  0.06
H 1.616 -1.593 -3.213  0.07
H 1.797 -3.041 -2.217  0.07
O -0.847 0.198 3.203  -0.29
S -0.722 0.619 1.838  0.27
O -1.237 1.959 1.554  -0.37
O 0.702 0.575 1.286  -0.48
O -1.396 -0.386 0.866  -0.50
F 2.316 -8.465 3.435  0.05
C 1.918 -7.198 3.181  -0.29
C 2.415 -6.554 2.070  -0.02
C 1.988 -5.253 1.822  -0.14
C 1.084 -4.606 2.660  -0.38
C 0.611 -5.302 3.773  -0.11
C 1.021 -6.597 4.044  -0.01
Sb 0.465 -2.578 2.189  1.57
C 1.315 -1.784 3.972  -0.38
C 2.503 -1.077 3.834  -0.13
C 3.079 -0.425 4.918  -0.01
C 2.433 -0.487 6.133  -0.28
F 2.967 0.168 7.188  0.05
C 1.257 -1.187 6.313  0.00
C 0.703 -1.838 5.221  -0.11
C -1.569 -3.085 2.636  -0.38
C -2.089 -4.077 1.805  -0.14
C -3.441 -4.392 1.809  -0.02
C -4.272 -3.676 2.646  -0.29
F -5.598 -3.942 2.629  0.05
C -3.798 -2.695 3.491  0.00
C -2.440 -2.402 3.480  -0.11
H 3.115 -7.064 1.421  0.11
H 2.379 -4.734 0.952  0.08
H -0.097 -4.827 4.442  0.10
H 0.657 -7.145 4.904  0.12
H 2.985 -1.011 2.864  0.09
H 4.000 0.134 4.827  0.12
H 0.788 -1.205 7.288  0.12
H -0.229 -2.375 5.348  0.09
H -1.429 -4.632 1.145  0.09
H -3.850 -5.169 1.177  0.11
H -4.486 -2.161 4.133  0.12
H -2.071 -1.599 4.103  0.08


Question: Among the records above, which one has the lowest electronic energy?
Answer: C26H28Br27Cl2IN2S